(1)
C25H20BrN6O7PtS2 | ωB97M-V/def2-TZVPD

Computed properties:
E_HOMO ... -5.5 eV
ΔE to the lowest compared entry with this formula, charge and spin ... 366.8 kJ/mol
Energy ... -5309.55332 Eh
2S+1 ... 1
HOMO-LUMO gap ... 0.23727 Eh
Net charge ... -1
Maximum force ... 2.645 eV/A

Each line ends with the Löwdin charge.
Atoms and positions in Å:
1 Pt 0.3055 -0.4148 -0.7479  1.19
2 O -1.5012 2.6354 -0.7431  -0.14
3 S -1.0182 1.8655 -2.1022  0.72
4 O -1.6360 2.6442 -3.1060  -0.20
5 O -1.4669 0.5005 -1.8374  -0.33
6 C 0.6884 2.2880 -1.8425  -0.32
7 C 1.0000 3.6334 -1.8045  -0.02
8 C 2.2971 3.9971 -1.4949  -0.04
9 C 3.2431 3.0072 -1.2427  -0.06
10 C 2.9333 1.6694 -1.3436  -0.08
11 C 1.6383 1.2435 -1.7030  -0.35
12 S 1.6664 0.5871 -3.4568  0.62
13 O 2.5657 1.4087 -4.1955  -0.23
14 O 2.2639 -0.8276 -3.5307  -0.20
15 O 0.2949 0.5626 -3.8886  -0.29
16 H 0.2277 4.3744 -1.9745  0.14
17 H 2.5632 5.0431 -1.4196  0.11
18 H 4.2480 3.2993 -0.9654  0.11
19 H 3.6886 0.9095 -1.1777  0.13
20 Br -1.8039 -4.6277 -4.0344  0.68
21 C -0.3192 -3.5886 -3.4782  -0.70
22 C 1.0027 -3.9210 -3.9056  -0.13
23 C 2.0522 -3.1974 -3.4743  -0.03
24 C 1.8564 -1.9919 -2.6372  -0.34
25 N 0.5458 -1.8594 -2.1195  -0.15
26 C -0.4886 -2.5912 -2.5856  -0.20
27 H 1.1506 -4.7764 -4.5529  0.10
28 H 3.0688 -3.4178 -3.7774  0.11
29 H 2.5472 -1.9468 -1.8029  0.11
30 H -1.4694 -2.3727 -2.1771  0.10
31 N -0.5027 1.0572 0.6522  -0.01
32 C -1.0991 2.2215 0.4923  -0.35
33 C -1.4032 3.1919 1.4639  -0.16
34 C -1.9184 4.4471 1.0127  -0.23
35 N -2.3077 5.4767 0.6622  0.13
36 C -1.1766 3.0854 2.8698  -0.23
37 N -1.0406 3.1150 4.0159  0.15
38 O 1.4057 -3.0853 2.0577  0.08
39 C 1.4656 -2.2806 1.1940  -0.48
40 N 1.6304 -1.4724 0.3145  -0.05
41 C -2.5794 -1.9244 0.6271  -0.11
42 N -2.9444 -1.5653 1.9732  -0.26
43 C -2.7456 -2.6180 2.9481  -0.10
44 C -2.5714 -0.2221 2.4079  -0.13
45 C -1.1189 -0.0079 2.8095  -0.15
46 C -0.6937 -0.4447 4.0627  -0.05
47 C 0.6250 -0.3418 4.4672  -0.08
48 C 1.5519 0.2530 3.6249  -0.08
49 C 1.1463 0.7257 2.3923  -0.05
50 C -0.1743 0.5963 1.9765  -0.28
51 H -2.8923 -2.9505 0.4280  0.09
52 H -1.5011 -1.8799 0.4361  0.04
53 H -3.0615 -1.2581 -0.0938  0.09
54 H -3.2472 -3.5223 2.5979  0.08
55 H -3.2057 -2.3188 3.8934  0.08
56 H -1.6877 -2.8583 3.1343  0.08
57 H -3.2014 0.0126 3.2694  0.13
58 H -2.8346 0.4626 1.5998  0.12
59 H -1.4263 -0.8670 4.7417  0.11
60 H 0.9268 -0.7232 5.4351  0.10
61 H 2.5859 0.3549 3.9328  0.10
62 H 1.8523 1.2051 1.7223  0.11

---

(2)
C40H96N6O22 | ωB97M-V/def2-TZVPD

Computed properties:
E_HOMO ... -3.3 eV
Energy ... -3565.23218 Eh
2S+1 ... 1
HOMO-LUMO gap ... 0.18570 Eh
Net charge ... -2
Maximum force ... 11.797 eV/A

Each line ends with the Löwdin charge.
Atoms and positions in Å:
1 C -1.4754 -2.3431 4.7993  -0.03
2 C -1.5779 -1.0446 5.5442  -0.31
3 C -0.3826 -0.1656 5.2758  -0.23
4 O -0.3491 0.4766 4.0697  -0.16
5 C -0.8499 1.7963 4.0160  -0.08
6 N -2.9029 -0.4236 5.2810  0.22
7 H -3.6584 -1.0244 5.6226  0.16
8 H -3.0141 0.3730 5.9201  0.16
9 H -3.1007 -0.1393 4.3089  0.12
10 H -2.4691 -2.8124 4.7073  0.09
11 H -0.8323 -3.1267 5.1715  0.07
12 H -1.2828 -2.2157 3.7300  0.08
13 H -1.5913 -1.2453 6.6195  0.15
14 H 0.5358 -0.7258 5.4857  0.13
15 H -0.1886 0.5385 6.1104  0.13
16 H -1.5986 1.9766 4.7907  0.08
17 H -1.2609 2.0280 3.0366  0.07
18 H -0.0344 2.5127 4.2042  0.08
19 C 2.7851 0.5615 -5.0939  -0.04
20 C 1.4824 1.1243 -4.5944  -0.32
21 C 1.1915 0.7074 -3.1589  -0.19
22 O 1.0592 -0.6882 -3.0691  -0.17
23 C -0.0145 -1.1156 -3.8785  -0.08
24 N 1.5461 2.6494 -4.6210  0.17
25 H 2.4867 2.9359 -4.3250  0.15
26 H 1.3425 2.9342 -5.5775  0.16
27 H 0.9616 3.2054 -3.9362  -0.25
28 H 3.6761 0.9661 -4.5926  0.08
29 H 2.9731 0.8277 -6.1420  0.09
30 H 2.8773 -0.5182 -4.9980  0.09
31 H 0.6797 0.8786 -5.2882  0.14
32 H 0.2718 1.1354 -2.7647  0.08
33 H 2.1168 0.8185 -2.5888  0.13
34 H -0.3288 -2.1441 -3.7033  0.09
35 H 0.3303 -1.1138 -4.9250  0.09
36 H -0.8663 -0.4511 -3.6995  0.08
37 C 0.9607 -0.8696 0.4220  -0.01
38 C -0.5051 -1.0604 0.7690  -0.27
39 C -1.4575 0.0389 0.2939  -0.15
40 O -1.3972 0.1042 -1.1365  -0.19
41 C -1.6699 1.4197 -1.5612  -0.11
42 N -0.8901 -2.4923 0.4872  0.21
43 H -0.1802 -3.1463 0.9297  0.12
44 H -1.8139 -2.8134 0.8582  0.12
45 H -0.8673 -2.7396 -0.5108  0.11
46 H 1.3328 0.1563 0.5264  0.03
47 H 1.2604 -1.1281 -0.5953  0.09
48 H 1.5248 -1.4435 1.1603  0.09
49 H -0.6053 -1.0504 1.8588  0.13
50 H -1.2265 0.9924 0.7827  0.08
51 H -2.4839 -0.1372 0.6423  0.12
52 H -2.7116 1.7301 -1.4461  0.10
53 H -1.2385 1.4902 -2.5568  0.06
54 H -1.0491 2.1193 -0.9774  0.07
55 C 1.0232 2.2587 1.2842  -0.03
56 C 1.8700 3.3649 1.8666  -0.25
57 C 2.7870 2.8333 2.9505  -0.24
58 O 1.9888 2.3792 3.9987  -0.28
59 C 2.6785 2.4152 5.2257  -0.08
60 N 2.6532 4.0104 0.7450  0.23
61 H 3.1578 3.3317 0.1654  0.15
62 H 2.0325 4.5214 0.0982  0.12
63 H 3.3892 4.6232 1.1076  0.16
64 H 0.4063 2.4378 0.4022  0.09
65 H 0.3662 1.9000 2.0757  0.07
66 H 1.6468 1.4021 0.9950  0.06
67 H 1.2398 4.1881 2.2080  0.16
68 H 3.5352 3.5803 3.2639  0.14
69 H 3.3789 1.9925 2.5442  0.09
70 H 2.3004 1.7200 5.9736  0.09
71 H 2.5871 3.4207 5.6405  0.10
72 H 3.7159 2.0915 5.1053  0.10
73 C 4.8161 0.5154 -1.0707  -0.01
74 C 6.1307 1.0445 -0.4927  -0.32
75 C 5.9003 2.3586 0.2317  -0.20
76 O 7.1660 2.7394 0.7789  -0.19
77 C 7.1550 3.3766 2.0294  -0.10
78 N 6.6104 0.1004 0.5070  0.23
79 H 7.4244 0.4202 1.0382  0.17
80 H 5.9168 0.0745 1.2938  0.12
81 H 6.8228 -0.8453 0.1402  0.14
82 H 5.0272 -0.4695 -1.4984  0.08
83 H 4.3441 1.1609 -1.8070  0.07
84 H 4.1581 0.4042 -0.2023  0.09
85 H 6.8767 1.1708 -1.2720  0.16
86 H 5.0480 2.3454 0.9217  0.10
87 H 5.6432 3.1796 -0.4621  0.13
88 H 6.3631 4.1325 2.1221  0.08
89 H 8.0419 4.0099 2.0630  0.09
90 H 7.0873 2.6644 2.8486  0.09
91 C -3.4882 -1.4320 -2.5123  -0.03
92 C -4.7560 -2.2234 -2.4002  -0.28
93 C -5.9145 -1.5623 -3.1433  -0.18
94 O -7.0399 -2.4099 -3.2388  -0.15
95 C -7.4013 -2.6230 -4.5696  -0.13
96 N -4.5299 -3.5569 -3.0846  0.22
97 H -5.4369 -4.0382 -3.0662  0.16
98 H -4.1516 -3.5173 -4.0263  0.16
99 H -3.9130 -4.0490 -2.4374  0.10
100 H -3.6694 -0.5948 -1.8387  0.09
101 H -3.1702 -1.1668 -3.5200  0.09
102 H -2.6681 -1.9868 -2.0505  0.08
103 H -5.0077 -2.5550 -1.3904  0.15
104 H -5.4815 -1.2673 -4.1068  0.13
105 H -6.1992 -0.6375 -2.6394  0.14
106 H -8.1635 -3.4032 -4.6502  0.09
107 H -6.5380 -2.8372 -5.2106  0.08
108 H -7.9254 -1.8106 -5.0972  0.10
109 C 2.4995 0.1655 3.1919  -0.03
110 C 3.9140 -0.2947 2.8407  -0.73
111 O 4.8158 0.6069 2.8577  -0.13
112 O 4.0817 -1.4680 2.5637  0.04
113 H 2.5597 0.3861 4.2691  0.09
114 H 1.7390 -0.6000 3.1258  0.07
115 H 2.2137 1.0944 2.6974  0.02
116 C -0.8796 -5.6700 -3.7555  -0.04
117 C -1.3139 -5.1769 -2.3611  -0.73
118 O -2.5338 -5.3253 -2.0039  -0.12
119 O -0.4328 -4.5825 -1.6820  -0.07
120 H -1.4531 -6.5822 -3.9371  0.06
121 H 0.1840 -5.8790 -3.8207  0.06
122 H -1.1251 -4.8635 -4.4526  0.05
123 C -1.3071 5.0010 -2.2262  0.01
124 C 0.1531 4.5351 -2.3816  -0.54
125 O 1.0135 5.0050 -1.5712  -0.05
126 O 0.4071 3.7227 -3.3279  0.10
127 H -2.0180 4.2120 -1.9803  0.07
128 H -1.6861 5.3915 -3.1776  0.08
129 H -1.5107 5.8468 -1.5674  0.08
130 C 1.6793 -3.4612 4.4463  -0.05
131 C 1.3429 -4.2022 3.1544  -0.72
132 O 0.3404 -3.7465 2.4903  -0.12
133 O 2.0899 -5.1275 2.8373  -0.02
134 H 1.1184 -3.7214 5.3480  0.05
135 H 1.7309 -2.3894 4.2279  0.04
136 H 2.7177 -3.6569 4.7365  0.07
137 C -4.6040 1.9452 -4.2798  -0.06
138 C -5.9719 2.2473 -4.9209  -0.81
139 O -6.9558 1.7065 -4.3682  -0.10
140 O -5.9968 2.9048 -5.9832  -0.11
141 H -4.8148 1.4310 -3.3356  0.04
142 H -4.0143 2.8321 -4.0227  0.05
143 H -3.9222 1.2986 -4.8424  0.05
144 C -4.9068 -1.4802 2.9432  -0.04
145 C -4.8293 -2.4431 1.7922  -0.73
146 O -3.6350 -2.8782 1.5619  -0.12
147 O -5.8393 -2.7838 1.1346  -0.06
148 H -4.7321 -2.0260 3.8826  0.06
149 H -5.8638 -0.9948 3.1663  0.08
150 H -4.1897 -0.6597 2.8767  0.04
151 C -4.1458 2.0051 1.7320  -0.04
152 C -4.8193 2.1328 3.1138  -0.75
153 O -4.0303 2.0911 4.1427  -0.16
154 O -6.0596 2.2179 3.1704  -0.05
155 H -4.4973 2.8418 1.1165  0.07
156 H -4.5439 1.1216 1.2169  0.07
157 H -3.0667 1.9501 1.5923  0.02
158 C 5.2213 -2.9618 -2.9231  -0.07
159 C 6.4154 -3.3686 -2.0350  -0.77
160 O 6.6074 -4.5834 -1.9945  -0.04
161 O 6.9160 -2.4899 -1.2580  -0.14
162 H 4.8828 -3.8157 -3.5187  0.06
163 H 5.3553 -2.2132 -3.7220  0.05
164 H 4.3455 -2.7488 -2.3012  0.06

---

(3)
C6H4Cl2 | ωB97M-V/def2-TZVPD

Computed properties:
SMILES ... C#C/C(Cl)=C/C=C\Cl
E_HOMO ... -8.8 eV
ΔE to the lowest compared entry with this formula, charge and spin ... 424.1 kJ/mol
Energy ... -1151.26399 Eh
2S+1 ... 1
HOMO-LUMO gap ... 0.31463 Eh
Maximum force ... 6.220 eV/A

Each line ends with the Löwdin charge.
Atoms and positions in Å:
1 C -3.2926 -0.9515 -0.3022  0.15
2 C -2.2114 -0.2973 -0.4369  -0.18
3 C -0.8272 0.0339 -0.5647  -0.71
4 Cl -0.3751 0.2804 -2.2074  0.69
5 C 0.0499 -0.0534 0.5434  -0.08
6 C 1.3778 0.5941 0.7013  -0.24
7 C 2.5220 0.5034 0.0860  -0.60
8 Cl 2.7649 -0.8694 -0.8883  0.63
9 H -4.2590 -1.3843 -0.3679  0.02
10 H -0.6152 -0.2110 1.3991  0.11
11 H 1.4192 1.3092 1.4822  0.09
12 H 3.4467 1.0459 0.5555  0.12

---

(4)
C21H23N5O5S2 | ωB97M-V/def2-TZVPD

Computed properties:
SMILES ... COc1ccccc1-n1c(CNC(=O)c2ccc(S(=O)(=O)N3CCOCC3)cc2)n[nH]c1=S
E_HOMO ... -7.9 eV
ΔE to the lowest compared entry with this formula, charge and spin ... 129.6 kJ/mol
Energy ... -2260.38914 Eh
2S+1 ... 1
HOMO-LUMO gap ... 0.29348 Eh
Maximum force ... 1.062 eV/A

Each line ends with the Löwdin charge.
Atoms and positions in Å:
1 C 0.6823 4.0181 5.8709  -0.07
2 O -0.0396 3.6359 4.7236  -0.09
3 C 0.1670 4.3295 3.5672  -0.21
4 C 1.0748 5.3666 3.4024  -0.01
5 C 1.1858 6.0081 2.1794  -0.07
6 C 0.3999 5.6319 1.1069  -0.07
7 C -0.5060 4.5966 1.2532  -0.02
8 C -0.6177 3.9457 2.4687  -0.16
9 N -1.5585 2.9072 2.6272  0.06
10 C -1.3250 1.6182 3.0238  -0.26
11 C 0.0316 1.0319 3.2345  -0.08
12 N 0.2616 -0.0443 2.2964  0.09
13 C 0.9006 0.1844 1.1222  -0.45
14 O 1.4533 1.2358 0.8707  0.08
15 C 0.9227 -0.9798 0.1831  -0.12
16 C -0.1648 -1.8358 0.0332  -0.01
17 C -0.0981 -2.8815 -0.8728  -0.04
18 C 1.0513 -3.0646 -1.6161  -0.27
19 S 1.1565 -4.4077 -2.7966  0.68
20 O -0.0543 -5.1782 -2.7136  -0.28
21 O 2.4076 -5.0839 -2.6265  -0.27
22 N 1.2509 -3.5136 -4.2140  -0.23
23 C 2.1007 -4.0548 -5.2584  -0.17
24 C 1.3501 -5.1156 -6.0661  -0.18
25 O 0.1500 -4.5917 -6.5915  -0.13
26 C -0.7064 -4.1485 -5.5610  -0.19
27 C -0.0326 -3.0621 -4.7157  -0.16
28 C 2.1343 -2.2157 -1.4891  -0.03
29 C 2.0654 -1.1660 -0.5925  0.01
30 N -2.4251 0.9358 3.0835  0.11
31 N -3.4066 1.7986 2.7328  0.02
32 C -2.9215 3.0347 2.4394  -0.83
33 S -3.7736 4.3512 1.9765  0.61
34 H 1.7589 3.8812 5.7301  0.10
35 H 0.3356 3.3603 6.6661  0.10
36 H 0.4773 5.0566 6.1458  0.10
37 H 1.6942 5.6868 4.2247  0.10
38 H 1.8958 6.8141 2.0735  0.11
39 H 0.4880 6.1391 0.1597  0.11
40 H -1.1343 4.2894 0.4326  0.11
41 H 0.7933 1.7910 3.0439  0.12
42 H 0.1228 0.6554 4.2558  0.14
43 H -0.2613 -0.8938 2.4338  0.13
44 H -1.0742 -1.6770 0.5947  0.12
45 H -0.9208 -3.5656 -1.0114  0.12
46 H 2.9745 -4.4872 -4.7728  0.11
47 H 2.4023 -3.2267 -5.9075  0.13
48 H 1.9390 -5.4460 -6.9232  0.13
49 H 1.1332 -5.9733 -5.4112  0.13
50 H -1.5985 -3.7589 -6.0539  0.13
51 H -0.9779 -4.9883 -4.9066  0.12
52 H -0.6556 -2.8051 -3.8587  0.12
53 H 0.1422 -2.1670 -5.3214  0.13
54 H 3.0108 -2.3941 -2.0905  0.12
55 H 2.8865 -0.4754 -0.4756  0.12
56 H -4.3730 1.5200 2.7166  0.15

---

(5)
C3H10Cl2Si2 | ωB97M-V/def2-TZVPD

Computed properties:
E_HOMO (alpha / beta) ... -8.1 / -7.6 eV
ΔE to the lowest compared entry with this formula, charge and spin ... 521.2 kJ/mol
Energy ... -1619.56267 Eh
2S+1 ... 1
HOMO-LUMO gap (alpha / beta) ... 0.26612 / 0.23845 Eh
Maximum force ... 4.094 eV/A

Each line ends with the Löwdin charge.
Atoms and positions in Å:
1 C 1.0605 -2.9141 2.9260  -0.32
2 C -1.1170 -0.7199 1.9974  -0.28
3 C -0.2368 3.6784 -1.4839  -0.70
4 Si 0.3572 2.2946 -0.3508  0.64
5 Si 0.1918 -2.0321 1.4563  0.37
6 Cl 0.1507 3.1333 -3.2840  0.33
7 Cl 1.8601 -0.9944 0.6194  0.16
8 H 0.2805 -3.4111 3.7166  0.08
9 H 1.7112 -3.6517 2.5122  -0.02
10 H 1.6419 -2.1920 3.4832  0.00
11 H -1.0894 0.0478 1.1541  -0.01
12 H -2.0647 -1.2086 2.2112  0.01
13 H -0.8840 -0.2118 2.8831  -0.01
14 H 0.2019 4.5889 -1.4997  -0.04
15 H -1.2742 3.8566 -1.6051  -0.01
16 H 0.9663 1.0716 -0.9383  -0.14
17 H 0.9320 3.1251 0.9150  -0.07

---

Which of these has the lowest maximum force? C21H23N5O5S2

---

What is the formula in the fourth record? C21H23N5O5S2

---

Which formula does entry 1 have? C25H20BrN6O7PtS2